{"formula": "C32H35N3O5", "method": "ωB97M-V with the def2-TZVPD basis set", "relative_energy_kcal_mol": 2.0, "fmax_ha_per_bohr": 0.035, "orbital_gap_ev": 3.66, "multiplicity": 1, "e_homo_ev": -6.03, "species": ["C", "N", "C", "O", "C", "C", "C", "C", "C", "C", "C", "C", "N", "C", "C", "C", "C", "C", "C", "C", "C", "C", "C", "C", "C", "H", "H", "H", "H", "H", "H", "H", "H", "H", "H", "H", "H", "H", "H", "H", "H", "H", "H", "H", "H", "H", "H", "H", "H", "H", "C", "C", "O", "C", "C", "C", "C", "C", "C", "N", "O", "O", "C", "C", "O", "H", "H", "H", "H", "H", "H", "H", "H", "H", "H"], "coordinates": [[3.47, 3.08, 1.31], [3.15, 1.68, 1.14], [4.10, 0.74, 0.88], [5.30, 0.97, 0.71], [3.40, -0.62, 0.78], [3.92, -1.61, 1.82], [5.40, -1.94, 1.69], [6.29, -1.66, 2.73], [7.67, -1.79, 2.53], [8.16, -2.28, 1.32], [7.26, -2.69, 0.32], [5.88, -2.53, 0.52], [1.99, -0.25, 0.93], [1.00, -1.14, 0.76], [-0.35, -0.82, 0.85], [-1.41, -1.61, 0.42], [-2.78, -1.42, 0.80], [-3.67, -2.53, 0.84], [-5.00, -2.38, 1.19], [-5.52, -1.10, 1.45], [-4.66, 0.01, 1.44], [-3.31, -0.15, 1.15], [1.77, 1.18, 1.20], [1.22, 1.40, 2.62], [0.95, 1.88, 0.11], [4.55, 3.20, 1.22], [2.98, 3.69, 0.55], [3.15, 3.43, 2.29], [3.56, -1.03, -0.24], [3.74, -1.18, 2.82], [3.33, -2.54, 1.73], [5.88, -1.30, 3.68], [8.35, -1.50, 3.33], [9.23, -2.36, 1.15], [7.62, -3.12, -0.61], [5.16, -2.85, -0.25], [1.31, -2.18, 0.56], [-0.61, 0.13, 1.33], [-1.17, -2.51, -0.15], [-3.26, -3.52, 0.60], [-5.65, -3.25, 1.23], [-6.57, -0.97, 1.68], [-5.05, 1.00, 1.63], [-2.64, 0.71, 1.13], [1.98, 1.08, 3.35], [1.00, 2.47, 2.77], [0.31, 0.82, 2.81], [1.53, 1.87, -0.83], [0.00, 1.37, -0.08], [0.74, 2.91, 0.40], [-2.47, -3.29, -5.16], [-3.38, -2.34, -4.43], [-2.54, -1.52, -3.58], [-3.29, -0.71, -2.77], [-2.46, 0.30, -2.16], [-2.99, 1.53, -1.77], [-4.39, 1.74, -1.50], [-4.88, 2.95, -1.07], [-3.99, 4.03, -0.89], [-4.49, 5.20, -0.25], [-3.73, 6.19, -0.11], [-5.67, 5.19, 0.17], [-2.61, 3.89, -1.19], [-2.13, 2.67, -1.60], [-4.50, -0.90, -2.63], [-3.03, -3.90, -5.87], [-1.70, -2.75, -5.72], [-1.98, -3.96, -4.45], [-3.93, -1.70, -5.14], [-4.11, -2.88, -3.81], [-1.39, 0.18, -2.24], [-5.07, 0.90, -1.64], [-5.93, 3.09, -0.85], [-1.97, 4.76, -1.06], [-1.07, 2.55, -1.84]], "lowdin_charge": [-0.003, -0.040, -0.368, 0.091, -0.153, -0.083, -0.239, -0.041, -0.072, -0.081, -0.072, -0.045, 0.039, 0.018, -0.078, 0.040, -0.218, -0.021, -0.067, -0.049, -0.058, -0.013, -0.454, 0.018, 0.007, 0.099, 0.096, 0.096, 0.170, 0.128, 0.121, 0.113, 0.105, 0.104, 0.105, 0.114, 0.154, 0.083, 0.136, 0.116, 0.109, 0.111, 0.116, 0.116, 0.101, 0.096, 0.077, 0.113, 0.057, 0.101, -0.087, -0.246, -0.045, -0.507, -0.037, -0.234, -0.027, -0.009, -0.192, -0.353, 0.009, 0.006, -0.015, -0.058, 0.020, 0.074, 0.077, 0.073, 0.130, 0.117, 0.092, 0.098, 0.116, 0.110, 0.093]}